i) DFT (wB97M-V/def2-TZVPD) results for a 14-piece molecular cluster, H28O14 overall.

Computed properties:
**Net charge**: 0
**LUMO energy**: -0.48 eV
**Gap between HOMO and LUMO**: 8.9 eV
**Molecular weight**: 252.210 u

Geometry as XYZ:
```
42
H28O14 (wB97M-V/def2-TZVPD)
O -2.0047 -3.3854 1.7317
O 1.9244 4.4355 2.9364
O 2.7042 1.2694 3.1321
O -0.8042 4.4450 3.0656
O 2.7843 -0.6781 -3.3280
O 0.5057 -0.1566 -0.3568
O 0.9283 1.9953 -0.9803
O 2.9008 -3.6411 -2.3755
O -0.6694 -4.2845 -1.3644
O -1.6255 2.0909 3.2387
O -2.4502 -0.3782 -0.0198
O -3.0803 -3.8784 -2.1799
O -1.7647 -1.0069 -4.1080
O 0.6868 3.0531 0.7727
H -1.1385 -4.8839 -1.9557
H 1.9419 1.7945 3.4009
H -0.4341 -0.3483 -0.4521
H 3.1223 -0.8555 -4.2130
H -3.1808 -4.5862 -2.8264
H -1.3001 -1.0138 -3.2636
H -2.1115 -3.9512 0.9588
H 1.9521 4.7868 2.0393
H -1.9201 1.2229 3.5366
H 3.4220 1.9100 3.0754
H 0.5393 0.5134 0.3353
H -0.2584 3.7473 2.6859
H 2.4687 -3.3191 -1.5764
H 0.1703 2.0666 -0.3892
H -2.8205 -0.5704 0.8490
H -1.5525 1.9982 2.2821
H 1.3863 3.7012 0.6327
H -0.1111 3.5857 0.8662
H 2.3649 3.5810 2.8674
H -2.1756 -3.5712 -2.3072
H 1.8281 -0.6451 -3.4444
H -0.2879 5.2473 2.9287
H -2.6359 -1.3626 -3.8993
H 1.6204 2.4978 -0.5358
H 0.2509 -4.3532 -1.6425
H -2.9268 0.4080 -0.3092
H 2.6509 -3.0010 -3.0514
H -1.1471 -3.6389 2.0912
```

---

ii) DFT (wB97M-V/def2-TZVPD) results for H28O14 as an isolated structure.

Computed properties:
**Net charge**: 0
**LUMO energy**: -0.02 eV
**Gap between HOMO and LUMO**: 9.5 eV
**Molecular weight**: 252.210 u

Geometry as XYZ:
```
42
H28O14 (wB97M-V/def2-TZVPD)
O 3.1949 2.8370 2.2165
O -4.2489 0.3009 0.2796
O -0.1790 0.1948 0.4351
O 0.0564 1.3629 2.0349
O 0.0649 -0.8673 -3.6494
O 2.9718 -3.4242 -1.3440
O 0.7164 0.3653 -2.6083
O -4.4627 -1.6281 -0.7229
O 2.8873 4.1157 -1.4100
O 2.8231 -1.0583 0.5510
O -1.8075 3.0490 -1.2329
O 0.3142 -2.9280 0.1252
O -4.3235 0.4186 2.4129
O 1.9877 -2.3131 3.7170
H 0.4212 -0.5484 0.5633
H 2.3016 -0.4633 1.1014
H -1.0874 3.4627 -1.7221
H 2.6133 3.1992 -1.2915
H -0.3693 -2.3514 -0.2345
H -5.0645 0.4734 -0.2043
H -5.1156 -2.1525 -1.2001
H 1.4823 -2.3176 2.8963
H -4.0097 -1.1321 -1.4141
H 3.0187 -1.8030 1.1308
H -5.1941 0.0454 2.2349
H -4.3816 0.7248 3.3249
H -0.4252 1.9522 1.4436
H 2.8914 2.1987 2.8719
H 2.3569 4.4248 -2.1531
H -0.0869 1.7404 2.9101
H -0.9346 -0.1903 -0.0229
H -1.7201 2.1108 -1.4356
H 0.7969 -1.4119 -3.9602
H 1.0762 -2.7717 -0.4438
H 3.7488 -2.8547 -1.3142
H 0.9985 1.2546 -2.3665
H 2.7933 -1.8333 3.4937
H 4.0359 2.4782 1.9116
H 3.3358 -4.3150 -1.3974
H -3.8378 1.1686 0.3631
H -0.7201 -1.3201 -3.9774
H 1.0810 -0.1936 -1.9128
```

---

Stability verdict: i), ahead by 2.184 eV

---

i) DFT (wB97M-V/def2-TZVPD) results for a 14-piece molecular cluster, H28O14 overall.

Computed properties:
**Net charge**: 0
**LUMO energy**: -0.78 eV
**Gap between HOMO and LUMO**: 8.8 eV
**Molecular weight**: 252.210 u

Geometry as XYZ:
```
42
H28O14 (wB97M-V/def2-TZVPD)
O 1.6565 0.9998 -4.6190
O 4.9537 0.7480 1.9557
O -0.8190 0.7492 -4.4018
O -1.2784 -0.0008 4.5607
O 4.7671 -1.4595 -0.0877
O -0.2192 -1.4286 1.0511
O 0.8928 -0.6402 -3.4583
O -3.8459 -3.5100 -0.2991
O 0.6357 3.6718 3.1624
O 0.2503 0.0181 0.0220
O -3.0292 2.1312 -3.4909
O 2.0309 -1.1629 -0.9975
O 0.3821 -1.6350 5.3209
O -5.2317 0.9066 0.4162
H -1.6767 -0.7763 4.1964
H 1.3196 -1.6379 -0.6679
H 0.2943 -2.1423 1.4512
H -0.5964 0.1884 0.4826
H 1.2067 2.9353 3.2973
H 5.1400 1.1023 1.0478
H 1.4707 -0.1589 -2.8972
H -1.0378 0.6124 -3.5118
H -4.7432 1.6853 0.7053
H 1.6614 1.4602 -3.8051
H -3.8917 -4.3712 0.0718
H 4.0853 1.2710 2.0014
H -6.1915 1.1023 0.1278
H 1.7428 -0.2445 -1.0832
H 0.1128 -0.6055 -2.8833
H 4.6222 -0.6313 -0.6137
H 1.2129 -1.7306 5.8929
H -1.0833 -1.7076 1.0794
H -1.6840 0.9982 -4.8135
H -3.3033 2.7053 -2.7688
H -2.0372 0.4788 4.9205
H -3.1220 -3.0738 0.1500
H 0.4910 3.6205 2.1668
H -2.3804 1.5476 -3.0445
H 4.0130 -1.8706 -0.3769
H 0.6470 -1.8156 4.4237
H 0.8102 0.0444 0.7382
H 1.7719 1.6264 -5.4218
```

---

ii) DFT (wB97M-V/def2-TZVPD) results for a 14-piece molecular cluster, H28O14 overall.

Computed properties:
**Net charge**: 0
**LUMO energy**: -0.38 eV
**Gap between HOMO and LUMO**: 10.7 eV
**Molecular weight**: 252.210 u

Geometry as XYZ:
```
42
H28O14 (wB97M-V/def2-TZVPD)
O 5.0380 -0.7612 0.5075
O -2.3502 0.1178 3.1783
O 1.3544 3.6942 -0.4907
O 0.9226 -0.1737 -4.0147
O -1.1599 -4.1520 2.8238
O 1.1531 -0.9434 4.5727
O -0.6631 0.8352 -0.8027
O -1.7871 -1.8188 -4.8090
O -4.0324 -1.5264 0.8692
O -1.8559 1.3392 -4.5636
O 2.2124 2.1450 2.8158
O -4.5010 -0.7219 -2.1775
O 3.5773 2.0575 -0.0129
O 1.1215 -1.0186 1.0950
H 2.1230 -0.9664 4.6313
H -4.6334 -0.6407 -1.2236
H -3.2835 -1.5357 1.4681
H 0.1719 0.1136 -3.4899
H 2.3361 3.0250 3.1672
H -3.5454 -0.6978 -2.2321
H 4.2246 1.6341 0.5636
H 2.2807 3.4211 -0.4647
H -0.3021 1.6293 -1.2143
H 1.6441 2.1630 2.0418
H -2.9854 0.1614 3.8971
H -2.4563 -1.3823 -4.2878
H 4.1280 2.1140 -0.8064
H -1.8002 -3.6073 3.3027
H 0.3350 -0.7383 1.5675
H -1.9809 0.6531 -3.9662
H 1.1521 -1.9784 1.0403
H -1.0450 1.6374 -4.9428
H 1.7109 0.1444 -3.5687
H 1.2760 -0.8091 3.6126
H 4.0719 -0.8070 0.4656
H 5.2624 -0.9459 -0.4106
H -1.6189 -4.1459 1.9751
H -0.9116 -1.5298 -4.5371
H -1.6372 0.7137 3.3915
H -4.8167 -1.3497 1.3860
H 1.1842 4.3623 0.1761
H 0.0859 0.2892 -0.5335
```

---

Stability verdict: ii), ahead by 6.687 eV

---

i) DFT (wB97M-V/def2-TZVPD) results for a 2-piece molecular cluster, C2H3BrS overall.

Computed properties:
**Net charge**: 0
**LUMO energy (spin up / spin down)**: -0.46 / -0.82 eV
**Gap between HOMO and LUMO (spin up / spin down)**: 7.9 / 8.6 eV
**Molecular weight**: 139.017 u

Geometry as XYZ:
```
7
C2H3BrS (wB97M-V/def2-TZVPD)
Br -2.9159 -0.2439 -0.0865
S -0.6048 2.0551 0.1998
C 0.0199 0.5722 -0.6627
C -1.1411 0.3960 0.1771
H 1.0716 0.2852 -0.3542
H -0.6633 -0.4795 2.2387
H -0.0568 0.7531 -1.8384
```

---

ii) DFT (wB97M-V/def2-TZVPD) results for C2H3BrS in the gas phase.

Computed properties:
**Net charge**: 0
**Structure (SMILES)**: CC(=S)Br
**LUMO energy**: -0.49 eV
**Gap between HOMO and LUMO**: 8.7 eV
**Molecular weight**: 139.017 u

Geometry as XYZ:
```
7
C2H3BrS (wB97M-V/def2-TZVPD)
Br -2.1211 0.9878 -0.0103
S -1.2213 -1.9341 -0.0141
C -0.8768 -0.4311 0.1349
C 0.7348 0.2279 -0.0308
H 0.9935 0.3995 -1.0330
H 1.5215 -0.4961 0.4843
H 0.9694 1.2461 0.4690
```

---

Stability verdict: ii), ahead by 3.727 eV

---

i) DFT (wB97M-V/def2-TZVPD) results for C5H5NO in the gas phase.

Computed properties:
**Net charge**: 0
**Structure (SMILES)**: N#C[C@@H]1C[C@@H]1C=O
**LUMO energy**: 0.48 eV
**Gap between HOMO and LUMO**: 10.9 eV
**Molecular weight**: 95.101 u

Geometry as XYZ:
```
12
C5H5NO (wB97M-V/def2-TZVPD)
O 1.8870 -1.9098 0.2196
N 0.4047 2.3736 1.6903
C 1.4941 -0.8750 -0.2510
C -0.0657 1.6659 0.9052
C -0.6279 0.7981 -0.0994
C 0.0891 -0.4606 -0.5292
C -1.1778 -0.5636 0.2625
H -2.1177 -0.8685 -0.1894
H 2.1504 -0.1651 -0.8007
H 0.2048 -0.4900 -1.6180
H -1.1336 1.3191 -0.9079
H -1.1073 -0.8241 1.3180
```

---

ii) DFT (wB97M-V/def2-TZVPD) results for C5H5NO as an isolated structure.

Computed properties:
**Net charge**: 0
**LUMO energy**: 0.59 eV
**Gap between HOMO and LUMO**: 9.6 eV
**Molecular weight**: 95.101 u

Geometry as XYZ:
```
12
C5H5NO (wB97M-V/def2-TZVPD)
O 0.3953 -0.8183 1.4282
N -1.5976 1.5715 -1.8627
C -0.7697 1.2207 -1.1354
C 0.3774 -0.8046 -0.4772
C 0.3290 -1.8709 -1.0697
C 0.0007 0.6467 1.2425
C 0.2849 0.6868 -0.2587
H 0.7291 1.1778 1.8623
H 0.2906 -2.2274 -2.0742
H -0.1623 -1.6287 1.4860
H -1.0248 0.9287 1.5130
H 1.2388 1.1674 -0.5178
```

---

Stability verdict: i), ahead by 2.933 eV

---

i) DFT (wB97M-V/def2-TZVPD) results for a 2-piece molecular cluster, C10H17N overall.

Computed properties:
**Net charge**: 0
**Structure (SMILES)**: CC(C)(C)C.c1ccncc1
**LUMO energy**: 0.78 eV
**Gap between HOMO and LUMO**: 10.5 eV
**Molecular weight**: 151.253 u

Geometry as XYZ:
```
28
C10H17N (wB97M-V/def2-TZVPD)
N 3.6642 1.3827 -0.5226
C 4.5826 -0.2657 0.8881
C -2.3567 -0.0028 -0.0988
C -2.3862 -0.4704 1.4611
C 2.9873 0.3396 -1.1084
C -1.2257 -0.6351 -0.7491
C 3.9299 -1.2260 0.2609
C 3.0259 -0.9294 -0.7909
C -2.1921 1.5415 0.0512
C -3.8644 -0.2437 -0.4274
C 4.3790 1.1024 0.5897
H -4.1887 0.3074 -1.3924
H 2.5813 -1.5265 -1.6643
H -3.2690 0.0121 1.9992
H 2.2837 0.6088 -1.8606
H -4.3275 -1.1989 -0.3511
H -4.3042 0.5325 0.3013
H -1.4685 2.1426 0.6382
H -1.5812 -1.6591 -1.1026
H -1.3152 -0.1043 1.7461
H -2.3307 -1.5573 1.4897
H -2.2481 2.0041 -0.9299
H 4.7691 1.8612 1.1622
H 5.2630 -0.5456 1.6403
H -3.1465 2.0132 0.4578
H -0.2540 -0.9351 -0.1843
H 4.0515 -2.2887 0.3949
H -1.0586 -0.2594 -1.8980
```

---

ii) DFT (wB97M-V/def2-TZVPD) results for C10H17N in the gas phase.

Computed properties:
**Net charge**: 0
**Structure (SMILES)**: C/N=C(\C)C=C=C(C)C(C)C
**LUMO energy**: 0.95 eV
**Gap between HOMO and LUMO**: 9.6 eV
**Molecular weight**: 151.253 u

Geometry as XYZ:
```
28
C10H17N (wB97M-V/def2-TZVPD)
N 1.7017 -0.4186 -0.4099
C -2.4531 -1.2880 0.3081
C -1.9745 -0.2305 -1.9444
C 0.5953 -0.3633 1.6661
C 1.8196 -0.5821 0.8527
C -1.1872 2.3602 0.2500
C 2.7538 -0.2048 -1.3800
C -2.3463 0.0154 -0.5068
C 3.0561 -0.6253 1.6340
C -1.2384 0.8261 0.2906
C -0.4781 0.1644 1.1211
H -2.9646 -1.1171 1.2624
H -0.7068 2.7132 1.1378
H -1.9788 -1.3063 -2.2566
H -1.4459 -1.4683 0.4853
H 3.4578 -1.0761 -1.3773
H 2.1344 -0.0505 -2.2889
H -0.6692 2.7554 -0.6218
H -2.8878 -2.1035 -0.1961
H -1.1379 0.3188 -2.3244
H 3.6747 0.2765 1.2891
H 3.3760 0.5917 -1.0965
H -2.2276 2.7424 0.1384
H 0.3970 -0.8140 2.6491
H 3.0551 -0.4333 2.7262
H 3.6939 -1.5853 1.5430
H -2.8502 0.1142 -2.5576
H -3.1692 0.7886 -0.3936
```

---

iii) DFT (wB97M-V/def2-TZVPD) results for a 2-piece molecular cluster, C10H17N overall.

Computed properties:
**Net charge**: 0
**Structure (SMILES)**: c1ccncc1.CCCCC
**LUMO energy**: 0.85 eV
**Gap between HOMO and LUMO**: 10.3 eV
**Molecular weight**: 151.253 u

Geometry as XYZ:
```
28
C10H17N (wB97M-V/def2-TZVPD)
N -1.7896 0.9493 -3.2762
C -0.5996 1.2786 -3.6959
C 0.5450 0.6062 -3.3892
C 0.2579 1.3943 2.1484
C -0.7170 -0.7081 -1.8220
C 0.5382 -0.4962 -2.5129
C -1.8277 -0.0681 -2.3779
C 0.1273 -0.5623 0.4959
C 0.4055 1.5528 3.7281
C 0.4271 -2.0895 0.5505
C 0.3264 -0.0745 1.9133
H -0.5904 1.9559 -4.3845
H -0.4848 -0.6147 2.4441
H -2.7804 -0.2730 -2.0242
H 1.2672 -1.4203 -2.3249
H -0.4924 -2.4817 1.0456
H -0.8913 -0.5017 0.0293
H -0.3301 0.9194 4.2762
H 1.2137 -0.5098 2.3231
H 0.9823 1.9191 1.6371
H -0.7511 -1.5141 -1.1253
H 0.8360 -0.0992 -0.2270
H 0.4104 2.5401 4.2461
H -0.6951 1.7609 1.7667
H 1.3848 0.7493 -4.0427
H 1.4221 -2.4833 1.0880
H 1.3700 0.9028 3.8785
H 0.4359 -2.6321 -0.3683
```

---

iv) DFT (wB97M-V/def2-TZVPD) results for a 2-piece molecular cluster, C10H17N overall.

Computed properties:
**Net charge**: 0
**Structure (SMILES)**: CC(C)(C)C.c1ccncc1
**LUMO energy**: 0.81 eV
**Gap between HOMO and LUMO**: 9.9 eV
**Molecular weight**: 151.253 u

Geometry as XYZ:
```
28
C10H17N (wB97M-V/def2-TZVPD)
N 2.6652 1.2244 -0.1326
C -2.0527 0.0782 -0.0535
C 2.7738 -1.2007 -0.1979
C -2.1448 -0.3041 1.4548
C -1.4995 1.5118 -0.4274
C 1.4876 1.1876 0.4495
C 3.3186 0.1293 -0.5058
C 1.5657 -1.2567 0.3945
C -1.3123 -1.0884 -0.8224
C -3.4857 -0.1349 -0.7001
C 0.8315 -0.0487 0.5729
H 4.3362 0.2139 -0.9062
H -2.5259 0.7147 1.9814
H -1.8872 -2.1101 -0.7042
H -0.3070 -0.1954 0.6972
H 1.1645 -2.1229 0.7815
H -2.1673 2.5163 -0.3288
H -3.8851 -1.1511 -0.3899
H -2.9170 -1.2234 1.7278
H -0.7040 1.5813 0.3542
H 3.4548 -1.9703 -0.4125
H -1.1251 -1.0603 -1.8580
H -3.4093 0.0740 -1.8376
H -0.3814 -1.2846 -0.2881
H 1.1557 2.2447 0.8259
H -4.0828 0.6750 -0.2934
H -1.0797 1.6335 -1.4077
H -1.1893 -0.3463 1.9992
```

---

Stability verdict: i), ahead by 0.072 eV